Entry from the Open Molecules 2025 dataset: 6 unconnected molecules or ions with the total composition C29H75BBr2N8O10 (the ωB97M-V functional and the def2-TZVPD basis).

XYZ file:
```
125
Properties=species:S:1:pos:R:3:forces:R:3:lowdin_charge:R:1
C 0.2873 -3.4125 4.4989 0.88 -0.38 0.02 -0.0743
C 1.6263 -4.3234 4.7815 -0.88 0.48 -0.14 -0.3548
O 1.2134 -5.7342 4.9752 -0.90 1.21 0.20 -0.1290
C 2.6453 -4.2878 3.4965 -0.61 -0.58 -1.23 -0.1746
N 3.7265 -3.2311 3.5667 0.41 -1.76 0.79 -0.1020
C 4.6284 -3.3949 4.7756 1.06 1.26 0.00 -0.1687
C 4.5842 -1.9265 5.5753 0.96 -2.23 1.07 -0.1570
O 4.4619 -0.9065 4.5279 0.45 -2.55 1.00 -0.1371
N 3.9808 0.2568 4.9696 -1.56 2.69 1.94 -0.1549
C 2.4854 0.3206 5.0679 -5.87 -3.42 2.04 -0.2514
O 1.6630 -0.5396 5.6714 5.87 5.32 -3.78 0.0266
O 1.8172 1.4546 4.3456 3.09 -3.58 -2.04 0.0613
B 2.0635 1.2227 2.8782 0.31 0.02 -0.72 -0.4809
N 1.9350 2.3619 1.8375 0.31 -1.44 0.68 0.0976
O 2.4820 -0.0936 2.3142 1.33 2.79 1.63 0.0306
C 4.7182 0.8445 6.1335 1.01 2.38 -0.70 -0.6132
Br 3.8686 0.6245 7.9271 0.65 -0.53 -0.53 0.6605
C 4.8606 2.4941 5.8942 2.19 -0.65 0.25 -0.6814
C 5.3183 2.8984 4.3757 -0.43 1.12 -0.45 -0.1389
Br 3.2602 3.5194 6.5806 1.15 -0.45 -0.94 0.5949
H 0.6290 -2.3608 4.1162 -0.76 -1.91 0.89 0.0812
H -0.3008 -3.3325 5.5152 0.94 0.00 -2.20 0.0937
H -0.3467 -3.9400 3.6547 1.19 1.02 1.76 0.0908
H 2.0897 -3.9533 5.7928 -0.51 -0.55 -2.06 0.1383
H 0.2756 -5.7683 5.3380 1.85 0.40 -0.70 0.1016
H 1.9707 -4.0255 2.5475 1.42 -0.53 2.02 0.1333
H 3.0993 -5.3604 3.2580 -1.06 1.94 0.91 0.1290
H 4.3230 -3.2263 2.7013 -1.14 -0.21 1.25 0.1176
H 5.7726 -3.5336 4.4662 -2.48 0.17 0.48 0.1257
H 4.3597 -4.2987 5.4710 0.32 1.88 -1.29 0.1283
H 5.6269 -1.8027 6.1278 -2.05 -0.11 -1.10 0.1249
H 3.7655 -1.8946 6.4098 1.19 0.20 -2.01 0.1078
H 2.9009 2.5521 1.4648 -1.36 -0.11 0.42 0.0688
H 1.3568 2.0343 1.0167 0.96 0.38 1.15 0.0665
H 3.4500 0.0633 2.0299 -2.26 -0.60 0.43 0.1282
H 5.8464 0.4699 6.2410 -2.83 0.45 -0.66 0.1444
H 5.7596 2.8132 6.6093 -2.20 -0.58 -1.44 0.1069
H 4.8052 2.2962 3.5144 0.79 0.93 1.93 0.0672
H 4.9889 4.0349 4.2173 0.89 -2.51 0.35 0.0912
H 6.4866 2.8239 4.1935 -2.43 0.06 0.72 0.0959
C -5.6457 -2.6366 3.7958 -0.25 0.07 -0.12 -0.0761
C -4.7419 -3.7885 4.2267 0.24 0.36 0.10 -0.4278
C -4.1900 -3.6390 5.6651 0.27 -0.09 -0.19 -0.1955
O -3.1241 -2.6924 5.7888 -0.61 -0.30 0.16 -0.2096
C -3.5472 -1.3406 5.8852 0.41 0.06 -0.08 -0.1013
N -3.6556 -3.9366 3.2467 0.21 -0.03 0.29 0.0368
H -5.0851 -1.7327 3.5418 0.01 -0.14 0.08 0.0646
H -6.2173 -2.9159 2.9036 0.12 0.00 0.12 0.0702
H -6.3627 -2.3841 4.5841 0.07 -0.01 -0.08 0.0794
H -5.3501 -4.7009 4.2044 0.14 0.01 0.08 0.1341
H -3.7639 -4.6031 5.9646 0.08 0.12 -0.05 0.1181
H -4.9902 -3.4177 6.3813 -0.04 0.15 -0.05 0.1164
H -4.4926 -1.2397 6.4267 -0.03 -0.06 -0.08 0.0895
H -3.6285 -0.9029 4.8885 -0.19 0.13 0.06 0.0757
H -2.7778 -0.7827 6.4259 -0.04 -0.16 -0.03 0.0900
H -3.1131 -4.7678 3.4834 -0.14 0.07 -0.14 0.0659
H -2.9981 -3.1668 3.4048 -0.23 -0.17 -0.12 0.0659
C 2.1508 1.8567 -2.1868 0.22 -0.04 0.16 -0.0701
C 0.8246 1.3014 -2.6990 0.00 0.34 -0.25 -0.4222
C 0.6946 1.3298 -4.2411 -0.38 0.05 0.12 -0.1933
O 0.4172 2.6250 -4.7825 0.39 -0.58 0.07 -0.1895
C 1.5586 3.4557 -4.9329 -0.37 0.26 -0.14 -0.1049
N -0.2793 2.0270 -2.0530 -0.10 0.01 -0.30 0.0405
H 2.1925 2.9489 -2.2215 -0.08 -0.13 -0.06 0.0674
H 2.3051 1.5670 -1.1412 -0.07 0.01 -0.15 0.0555
H 2.9916 1.4637 -2.7680 -0.07 0.05 0.04 0.0794
H 0.7731 0.2512 -2.3871 -0.11 0.06 -0.15 0.1269
H -0.1615 0.7049 -4.5189 0.06 0.13 0.05 0.1111
H 1.5725 0.8868 -4.7263 0.11 0.10 0.04 0.1177
H 2.4547 2.8855 -5.1954 0.00 -0.09 0.11 0.0907
H 1.7246 4.0307 -4.0200 0.24 0.03 -0.03 0.0775
H 1.3549 4.1689 -5.7364 -0.04 -0.13 0.15 0.0733
H -1.1603 1.5877 -2.3212 0.14 0.01 0.18 0.0733
H -0.3293 2.9529 -2.4890 0.07 -0.24 0.21 0.0733
C -6.5963 0.3175 -1.6075 0.10 0.24 -0.19 -0.0765
C -6.1084 -1.0589 -1.1639 -0.41 0.04 0.25 -0.4302
C -7.1296 -2.1926 -1.4247 0.18 -0.07 0.29 -0.1976
O -8.2184 -2.2258 -0.4969 0.21 0.06 -0.61 -0.1966
C -9.2649 -1.3112 -0.7863 -0.02 -0.14 0.38 -0.1098
N -5.7251 -0.9964 0.2544 -0.20 -0.35 -0.02 0.0383
H -7.3280 0.7482 -0.9182 0.08 -0.14 -0.04 0.0642
H -5.7566 1.0199 -1.6575 -0.12 -0.15 0.07 0.0761
H -7.0503 0.2710 -2.6030 0.02 0.01 0.09 0.0771
H -5.2110 -1.2874 -1.7515 -0.08 -0.12 0.08 0.1320
H -6.6096 -3.1493 -1.3029 -0.10 0.08 0.12 0.1200
H -7.4999 -2.1699 -2.4565 -0.10 0.14 0.00 0.1155
H -9.4096 -1.1735 -1.8621 0.09 0.04 0.02 0.0896
H -9.0684 -0.3534 -0.3009 -0.09 0.14 -0.19 0.0730
H -10.1903 -1.7097 -0.3612 0.14 -0.06 -0.05 0.0870
H -5.3072 -1.8887 0.5196 0.08 0.18 0.00 0.0661
H -6.5911 -0.9642 0.8010 0.28 0.09 -0.16 0.0685
C 3.3356 9.1079 -7.1171 0.09 0.24 -0.18 -0.0757
C 3.8235 7.7314 -6.6734 -0.40 0.02 0.22 -0.4294
C 2.8024 6.5978 -6.9343 0.16 -0.03 0.27 -0.1964
O 1.7135 6.5645 -6.0065 0.25 0.10 -0.62 -0.2195
C 0.6670 7.4792 -6.2959 -0.08 -0.10 0.37 -0.0995
N 4.2068 7.7940 -5.2551 -0.20 -0.36 0.00 0.0345
H 2.6040 9.5385 -6.4278 0.08 -0.14 -0.05 0.0648
H 4.1753 9.8103 -7.1670 -0.12 -0.16 0.06 0.0776
H 2.8816 9.0614 -8.1125 0.02 0.01 0.10 0.0783
H 4.7210 7.5030 -7.2610 -0.09 -0.11 0.08 0.1344
H 3.3224 5.6410 -6.8125 -0.09 0.05 0.11 0.1167
H 2.4320 6.6205 -7.9661 -0.09 0.14 0.01 0.1190
H 0.5223 7.6169 -7.3716 0.10 0.03 0.03 0.0919
H 0.8635 8.4370 -5.8104 -0.09 0.13 -0.18 0.0742
H -0.2583 7.0806 -5.8708 0.14 -0.07 -0.05 0.0903
H 4.6248 6.9016 -4.9900 0.05 0.21 -0.04 0.0709
H 3.3408 7.8262 -4.7085 0.28 0.10 -0.16 0.0722
C 0.2791 -5.2628 -4.6799 -0.03 -0.31 -0.02 -0.0756
C 1.1097 -4.2314 -3.9212 -0.26 0.27 -0.26 -0.4292
C 0.2601 -3.1344 -3.2350 0.29 0.09 -0.08 -0.1942
O -0.2466 -2.1396 -4.1300 -0.09 -0.40 0.42 -0.2129
C -1.4249 -2.5198 -4.8247 0.15 0.31 -0.19 -0.1035
N 2.1019 -3.6488 -4.8369 -0.11 0.35 0.17 0.0341
H -0.0952 -4.8833 -5.6348 0.07 0.05 0.15 0.0644
H 0.8861 -6.1466 -4.9065 -0.06 0.20 0.03 0.0775
H -0.5780 -5.5925 -4.0832 0.07 0.04 -0.07 0.0787
H 1.6473 -4.7691 -3.1308 -0.03 0.17 0.00 0.1348
H 0.9071 -2.5968 -2.5329 -0.04 0.05 -0.14 0.1158
H -0.5511 -3.5689 -2.6389 -0.09 -0.05 -0.13 0.1193
H -2.0768 -3.1558 -4.2184 0.09 -0.05 -0.01 0.0911
H -1.1624 -3.0206 -5.7585 -0.19 -0.16 0.01 0.0748
H -1.9734 -1.6101 -5.0843 0.10 -0.03 0.10 0.0858
H 2.7182 -3.0352 -4.3034 0.00 -0.19 -0.10 0.0699
H 1.6004 -3.0060 -5.4576 0.15 -0.28 0.11 0.0709
```
Positions in Å, forces in eV/Å.

Output
Gap between HOMO and LUMO in eV: 8.8
Electronic energy in eV: -204438.4326
Charge: 0